(1)
Entry from the OMol25 dataset: a structure of composition C21H27Cl3CrF6N3O24 at a distorted geometry (the ωB97M-V functional and the def2-TZVPD basis).

The geometry in XYZ format:
```
85
Properties=species:S:1:pos:R:3:forces:R:3
Cr -0.089320 -0.675181 2.053362 0.2 0.0 0.0
Cl -0.745320 0.439939 0.103062 0.5 -0.4 1.3
Cl -1.632580 -0.158471 3.761152 1.2 -0.3 -1.4
Cl 2.033110 0.041419 2.696052 -1.6 -0.3 -0.4
C -2.560720 0.192039 -2.908088 2.2 0.1 1.3
N -3.688700 0.890039 -3.476788 0.0 0.3 -2.0
O -4.682250 0.254289 -3.749218 -0.5 -0.4 0.4
O -3.525550 2.059999 -3.756758 -0.1 0.2 0.5
H -2.341050 -0.820611 -3.246278 -1.1 0.0 0.1
H -2.665170 0.294309 -1.827938 -0.1 -0.6 0.0
H -1.638640 0.733899 -3.118438 -0.3 0.4 -0.2
C -3.020710 -4.086311 0.667292 -0.1 -1.6 0.6
N -2.075020 -3.031991 0.375402 0.8 2.7 -1.5
O -1.466480 -2.469061 1.271422 -0.8 -0.6 0.9
O -1.949510 -2.704621 -0.800608 -0.2 -0.7 0.9
H -2.782190 -4.520251 1.638332 0.3 0.0 -0.2
H -2.855060 -4.773671 -0.162288 -0.5 -0.2 0.3
H -4.061370 -3.771751 0.745802 0.3 0.6 -0.5
C 0.187030 -3.090971 -4.268808 0.0 1.2 -0.4
N -0.041070 -4.532191 -4.205268 0.4 -0.9 0.0
O 0.810230 -5.213551 -4.786858 -1.2 0.3 0.7
O -0.951070 -4.941871 -3.504888 0.5 -0.1 -0.6
H 0.362830 -2.785711 -5.300318 0.3 -0.3 0.1
H 1.094210 -2.959591 -3.678998 -0.1 0.4 -0.1
H -0.653910 -2.497961 -3.909298 0.1 -0.5 0.4
C 4.274600 -0.392731 -2.967718 -1.5 0.6 1.9
C 4.852870 0.905169 -2.386898 -0.8 -0.8 -0.1
O 5.678820 1.278269 -3.446838 0.9 1.3 0.5
C 5.311320 0.647689 -4.575508 0.9 1.2 0.0
O 5.792550 0.790499 -5.627308 1.3 0.6 -1.9
O 4.297620 -0.112671 -4.344938 -1.6 -2.9 0.4
F 5.619800 0.721359 -1.279548 -0.2 -0.1 -0.2
H 3.228380 -0.599751 -2.742618 0.1 0.4 0.3
H 4.806590 -1.231321 -2.518438 0.7 0.0 -1.1
H 4.057420 1.616439 -2.164488 0.4 0.5 0.1
C 2.426450 -4.755861 -1.263328 0.5 1.3 0.1
C 3.470830 -3.602261 -1.221648 0.5 -2.8 0.1
O 3.043520 -2.847401 -0.138658 1.1 1.2 -0.6
C 1.749320 -3.042821 0.057552 -2.8 2.5 2.3
O 1.020490 -2.273901 0.707212 2.2 -2.3 -1.8
O 1.353410 -4.159141 -0.516098 -0.9 -0.7 -0.3
F 3.586700 -2.916661 -2.386158 -0.7 0.0 0.3
H 2.862340 -5.597771 -0.725468 -0.4 -0.1 0.0
H 2.093420 -5.016541 -2.267938 0.0 0.0 0.1
H 4.431110 -4.073301 -1.011678 0.3 0.7 0.1
C 1.885300 4.943319 4.360442 2.5 1.5 0.6
C 1.959960 5.606409 2.986532 1.7 0.0 1.2
O 1.169940 4.825129 2.188622 -0.9 -0.1 0.0
C 0.516080 3.903849 2.962042 -1.9 -2.5 0.1
O -0.352020 3.165749 2.553312 2.1 1.8 0.8
O 0.994040 3.908709 4.268682 -1.7 -0.3 -1.7
F 3.269120 5.551579 2.521002 -0.6 0.1 -0.1
H 1.737710 5.724979 5.105652 -1.1 -0.3 0.3
H 2.874610 4.583869 4.643552 0.1 -0.4 -0.3
H 1.699370 6.660559 3.081232 -0.3 0.0 -0.8
C -0.060620 4.254259 -1.025968 -1.0 -0.2 -0.8
C 1.364790 4.101499 -1.358788 -0.2 2.7 3.1
O 1.408820 4.626339 -2.638658 2.3 -1.1 -0.5
C 0.267950 4.286769 -3.266228 -2.1 1.9 -0.3
O 0.000950 4.551169 -4.403818 0.6 -1.1 0.9
O -0.618290 3.943549 -2.301928 -1.4 -1.3 -1.0
F 1.824320 2.863229 -1.130298 0.5 -1.0 -1.0
H -0.307540 5.309849 -0.912578 0.2 0.0 0.7
H -0.389210 3.641239 -0.186728 -0.3 -0.2 -0.4
H 1.800990 4.756749 -0.604818 1.3 0.1 -0.7
C -0.647700 -5.174571 5.972982 -0.1 -0.9 0.5
C -1.934940 -4.472551 5.689862 0.5 -1.7 -3.4
O -1.597190 -3.629141 4.608402 0.5 0.0 -1.0
C -0.239350 -3.597531 4.437792 -0.4 1.5 -2.8
O 0.311660 -3.005651 3.509412 -1.0 -1.0 2.4
O 0.330960 -4.361561 5.339282 1.2 -0.6 0.6
F -2.321110 -3.734791 6.636062 -1.4 3.0 4.3
H -0.660410 -6.184811 5.563902 0.3 0.1 -0.3
H -0.513470 -5.284301 7.049102 0.4 0.4 -0.1
H -2.785370 -5.101821 5.427412 0.2 -0.3 -0.5
C -4.453020 2.906569 0.203812 1.4 -0.8 1.5
C -4.302210 3.188429 1.690412 0.2 -4.1 0.7
O -5.263910 4.140709 1.937392 -0.9 1.8 0.0
C -5.291700 4.917979 0.814522 0.6 2.7 -2.1
O -5.733630 6.039039 0.575202 0.9 -3.7 1.6
O -4.510310 4.240229 -0.108518 -2.5 2.8 -2.1
F -3.070270 3.604729 1.973142 1.1 1.1 0.3
H -5.298190 2.229209 0.081472 -0.6 0.6 -0.6
H -3.611130 2.529029 -0.376508 0.2 -0.3 0.7
H -4.474290 2.332539 2.343052 -0.3 0.0 0.1
```
Forces are in eV/Å.

Values from the calculation:
expectation value of S²: 3.841
HOMO (alpha / beta): -10.100 / -10.148 eV
total charge: 0
spin multiplicity: 4

(2)
Entry from the OMol25 dataset: a structure of composition C43H43I2N3O3PSTi at a distorted geometry (the ωB97M-V functional and the def2-TZVPD basis).

The geometry in XYZ format:
```
97
Properties=species:S:1:pos:R:3:forces:R:3
Ti -0.675003 -0.678684 0.648884 0.1 0.7 0.9
I -2.258262 -7.456158 -2.882748 0.0 0.0 0.0
C -1.928025 -5.501882 -2.224583 0.0 0.0 -0.1
C -2.641363 -4.452509 -2.779871 0.1 0.0 0.1
C -2.403524 -3.169854 -2.321656 -0.1 0.1 -0.1
I -3.462269 -1.593705 -3.190624 0.0 -0.1 0.0
C -1.466679 -2.867112 -1.313799 0.0 0.0 0.0
O -1.286621 -1.623527 -0.939323 0.2 -0.2 -0.5
C -0.748855 -3.963383 -0.784714 0.0 0.0 0.1
C 0.365218 -3.783493 0.217334 -0.2 0.1 0.0
N 0.108198 -2.783128 1.257466 -0.1 -0.1 0.2
C -0.768586 -3.268437 2.346453 0.0 0.0 -0.1
C -2.090865 -2.556395 2.397229 -0.1 0.0 0.0
C -3.168603 -3.156213 2.992212 -0.1 0.1 0.0
C -4.352421 -2.441426 3.215190 0.0 0.0 0.0
C -4.343925 -1.082091 2.845703 -0.1 -0.1 0.0
C -3.266621 -0.539880 2.211812 0.2 0.0 0.0
N -2.122197 -1.261558 1.890261 -0.5 -0.5 0.3
C -0.991227 -5.253431 -1.238767 0.0 0.0 0.0
H -3.370528 -4.623980 -3.558873 0.0 0.0 0.0
H 0.575668 -4.755455 0.674601 0.0 -0.1 0.0
H 1.270597 -3.480896 -0.300611 0.1 0.1 0.0
H 0.999899 -2.488341 1.634672 0.0 -0.1 0.1
H -0.947582 -4.340031 2.234578 0.1 0.0 0.0
H -0.245603 -3.136455 3.297572 0.1 0.1 0.0
H -3.078727 -4.190400 3.308255 0.0 0.0 0.0
H -5.217696 -2.904649 3.667515 0.0 0.0 0.0
H -5.197772 -0.447068 3.048557 0.0 0.0 0.0
H -3.255930 0.497801 1.917495 0.0 0.0 -0.1
H -0.426062 -6.074323 -0.813509 0.0 0.0 0.0
O 1.313626 -0.417233 -0.119667 0.1 0.2 -0.5
P 1.495069 0.354524 -1.421132 0.0 0.0 -0.2
C 3.114830 1.157758 -1.401899 0.1 -0.1 0.0
C 3.890727 1.095508 -0.255311 0.1 0.0 0.1
C 5.146130 1.692709 -0.220225 0.0 0.0 0.0
C 5.629550 2.346040 -1.341357 0.0 0.0 0.0
C 4.859214 2.406617 -2.497532 -0.1 0.0 0.0
C 3.607256 1.814789 -2.529258 0.0 0.0 0.0
C 1.539488 -0.776609 -2.832246 0.1 0.0 0.0
C 1.327463 -0.376499 -4.151562 -0.1 0.0 0.0
C 1.419505 -1.300406 -5.181972 0.0 0.0 0.0
C 1.718718 -2.627770 -4.907869 0.0 0.0 0.0
C 1.957369 -3.027352 -3.602496 0.0 0.0 0.1
C 1.885003 -2.097774 -2.575833 0.0 0.0 0.0
C 0.352128 1.658704 -1.900539 0.2 0.0 -0.3
C -0.784341 1.341191 -2.650274 0.0 -0.1 0.1
C -1.558866 2.348717 -3.192364 0.0 0.0 0.0
C -1.226781 3.682008 -2.975097 0.0 0.0 0.0
C -0.113818 4.003994 -2.215831 0.0 0.0 0.0
C 0.685713 2.995016 -1.693966 0.0 0.0 0.0
H 3.499066 0.578998 0.609340 0.0 0.0 0.0
H 5.744170 1.647329 0.680968 0.0 0.0 0.0
H 6.607893 2.809453 -1.319148 0.0 0.0 0.0
H 5.235342 2.919265 -3.373503 0.0 0.0 0.0
H 3.006217 1.871390 -3.429199 0.0 0.0 0.0
H 1.060263 0.646937 -4.378048 0.0 0.0 0.0
H 1.247235 -0.983926 -6.202251 0.0 0.0 0.0
H 1.765825 -3.349427 -5.713601 0.0 0.0 0.0
H 2.195878 -4.060480 -3.383290 0.0 0.0 0.0
H 2.104322 -2.383699 -1.560116 0.0 0.0 0.0
H -1.070101 0.304873 -2.787170 0.0 0.0 0.0
H -2.428064 2.092267 -3.785143 0.0 0.0 0.0
H -1.848759 4.468761 -3.384214 0.0 0.0 0.0
H 0.134261 5.039631 -2.022806 0.0 0.0 0.0
H 1.572618 3.258302 -1.132300 0.0 0.0 0.0
C -3.804390 1.423136 -0.766828 0.0 0.1 -0.1
C -2.946399 2.516723 -0.184396 -0.2 0.0 0.0
C -3.395149 3.834976 -0.221718 0.0 0.0 -0.1
C -2.649499 4.875511 0.306718 0.0 -0.1 0.0
C -1.433731 4.587157 0.915751 0.0 0.0 0.0
C -0.959660 3.286081 0.979630 0.1 0.0 0.1
C 0.328392 2.970891 1.689417 0.0 0.0 -0.1
C -1.704269 2.226812 0.411517 0.2 -0.3 0.1
N -1.202450 0.940807 0.457897 -0.4 0.4 -0.1
H -4.820456 1.475626 -0.369645 0.0 0.0 0.0
H -3.394773 0.439919 -0.553036 0.0 0.0 0.0
H -3.875709 1.519855 -1.855087 0.0 0.0 0.1
H -4.355125 4.041963 -0.686126 0.0 0.0 0.0
H -3.017693 5.893391 0.264574 0.0 0.0 0.0
H -0.844614 5.386738 1.354462 0.0 0.0 0.0
H 0.838294 3.886520 1.997154 0.0 0.0 0.0
H 0.999362 2.378331 1.060618 0.0 0.0 0.0
H 0.129062 2.354927 2.567333 0.0 0.0 0.0
O 0.416219 -0.263413 2.606306 0.3 0.0 0.0
S 1.229062 -0.706314 3.787728 -0.1 0.0 -0.2
C 2.859467 0.092583 3.639353 0.0 0.1 0.0
C 2.847717 1.339716 4.518849 0.0 0.0 0.0
C 1.999099 0.966756 5.733571 0.0 0.0 -0.1
C 0.722912 0.370143 5.158229 0.0 -0.1 0.2
H 2.968755 0.288764 2.575374 0.0 0.0 0.0
H 3.608621 -0.635031 3.955275 0.0 0.0 0.0
H 2.382000 2.167387 3.979156 0.0 0.0 0.0
H 3.855868 1.643128 4.800578 0.0 0.0 0.0
H 1.785328 1.820574 6.376004 0.0 0.0 0.0
H 2.523471 0.220848 6.337280 0.0 0.0 0.0
H 0.081061 1.118363 4.690873 0.0 0.0 0.0
H 0.140444 -0.219812 5.863391 0.0 0.0 0.0
```
Forces are in eV/Å.

Values from the calculation:
expectation value of S²: 0.775
HOMO (alpha / beta): -4.301 / -6.782 eV
total charge: 0
spin multiplicity: 2

These records have ΔE to the lowest compared entry with this formula, charge and spin values of 0.0; 6.2 kcal/mol, in the order they appear.
These records have DFT total energy values of -158110.8100; -115346.0825 eV, in the order they appear.